(1)
DFT (ωB97M-V with the def2-TZVPD basis set) results for a structure of composition C51H51N2O6P2Pd.

Last column: Mulliken charge in e.
CARTESIAN COORDINATES (ANGSTROEM)
C 0.564 -1.313 -5.458  -0.929
N -0.623 -2.091 -5.640  0.237
C -0.607 -3.406 -6.222  -0.587
C -2.081 -3.762 -6.342  -0.618
N -2.752 -2.572 -5.892  0.104
C -4.182 -2.458 -5.877  -1.125
C -1.890 -1.638 -5.386  1.139
C -2.217 -0.453 -4.744  -1.973
H 0.394 -0.552 -4.693  0.292
H 1.393 -1.956 -5.135  0.348
H 0.882 -0.793 -6.378  0.267
H -0.109 -3.421 -7.200  0.325
H -0.086 -4.108 -5.558  0.296
H -2.357 -4.019 -7.371  0.371
H -2.334 -4.610 -5.692  0.296
H -4.506 -1.434 -6.102  0.387
H -4.603 -3.125 -6.640  0.338
H -4.612 -2.742 -4.905  0.300
H -3.265 -0.184 -4.687  0.173
H -1.415 0.240 -4.526  0.640
C 1.819 1.315 5.528  -0.762
C 2.129 -0.045 5.415  -0.517
C 2.645 -0.553 4.220  -0.326
C 2.758 0.315 3.137  -0.007
O 2.981 -0.216 1.849  -0.282
P 1.959 -1.154 1.009  1.305
O 2.909 -1.641 -0.203  -0.107
C 4.264 -1.351 -0.444  0.380
C 5.182 -2.399 -0.507  -0.459
C 6.532 -2.090 -0.728  -0.515
C 6.931 -0.760 -0.903  -0.594
C 5.982 0.268 -0.855  -0.665
C 4.637 -0.028 -0.635  -0.189
O 1.874 -2.476 1.965  -0.276
C 2.022 -3.815 1.614  0.443
C 2.580 -4.623 2.594  -0.467
C 2.874 -5.950 2.275  -0.531
C 2.552 -6.451 1.016  -0.639
C 1.934 -5.635 0.063  -1.120
C 1.642 -4.300 0.363  0.262
Pd -0.086 -0.312 0.665  -0.596
P -0.366 1.939 0.748  0.217
O -0.467 2.456 2.300  0.036
C -0.684 3.746 2.811  0.115
C -1.667 3.892 3.777  -0.247
C -2.045 5.182 4.143  -0.543
C -1.382 6.284 3.604  -0.593
C -0.333 6.109 2.698  -0.846
C 0.053 4.823 2.323  -0.181
O 0.752 2.884 0.006  0.295
C 0.542 3.700 -1.122  0.508
C 0.903 5.042 -1.058  -0.548
C 0.425 5.901 -2.054  -0.603
C -0.313 5.397 -3.124  -0.794
C -0.559 4.023 -3.219  -0.490
C -0.103 3.157 -2.227  -0.097
O -1.725 2.539 0.090  0.279
C -2.911 2.896 0.738  0.520
C -3.405 4.168 0.454  -0.639
C -4.508 4.616 1.179  -0.508
C -5.097 3.788 2.135  -0.668
C -4.624 2.491 2.343  -0.593
C -3.522 2.024 1.623  0.469
C -1.839 -1.409 0.390  -1.165
C -1.826 -2.373 1.535  0.636
C -2.060 -1.929 2.851  0.120
C -1.981 -2.819 3.921  -0.869
C -1.681 -4.166 3.702  -0.464
C -1.522 -4.623 2.389  -0.717
C -1.611 -3.744 1.312  -0.268
C -1.279 -1.685 -0.946  0.407
C -1.392 -0.770 -2.007  -1.100
C 2.512 1.679 3.241  -0.209
C 2.003 2.172 4.443  -0.479
H 1.423 1.719 6.464  0.407
H 1.978 -0.718 6.258  0.436
H 2.915 -1.604 4.129  0.412
H 4.840 -3.429 -0.398  0.437
H 7.269 -2.896 -0.762  0.385
H 7.985 -0.527 -1.094  0.364
H 6.282 1.309 -0.982  0.394
H 3.881 0.754 -0.638  0.410
H 2.785 -4.191 3.572  0.355
H 3.350 -6.579 3.025  0.413
H 2.776 -7.489 0.768  0.423
H 1.668 -6.020 -0.925  0.447
H 1.109 -3.658 -0.350  0.332
H -2.154 3.011 4.186  0.438
H -2.866 5.324 4.844  0.428
H -1.672 7.297 3.890  0.400
H 0.206 6.953 2.261  0.420
H 0.883 4.633 1.646  0.508
H 1.521 5.398 -0.234  0.515
H 0.642 6.964 -1.972  0.418
H -0.679 6.080 -3.894  0.398
H -1.119 3.624 -4.063  0.461
H -0.248 2.079 -2.314  0.288
H -2.921 4.769 -0.316  0.462
H -4.893 5.619 0.999  0.423
H -5.956 4.143 2.710  0.389
H -5.089 1.834 3.077  0.430
H -3.140 1.007 1.734  -0.434
H -2.602 -0.613 0.401  0.850
H -2.272 -0.878 3.033  0.354
H -2.145 -2.466 4.939  0.427
H -1.568 -4.858 4.541  0.431
H -1.320 -5.676 2.199  0.365
H -1.500 -4.106 0.293  0.455
H -0.897 -2.710 -1.056  0.293
H -2.121 0.052 -1.945  0.387
H -0.784 -0.789 -2.905  0.041
H 2.665 2.318 2.370  0.523
H 1.765 3.233 4.513  0.515

Properties
Highest occupied orbital energy in eV: -9.604
ΔE to the lowest compared entry with this formula, charge and spin in eV: 0.0000
LUMO energy in eV: -4.57
Net charge: +1
Electronic energy in eV: -91032.2619


(2)
DFT (ωB97M-V with the def2-TZVPD basis set) results for a cluster of 12 separate species, H24O12 in total.

Last column: Mulliken charge in e.
CARTESIAN COORDINATES (ANGSTROEM)
O 1.143 -0.166 0.261  -0.601
H 1.370 0.538 -0.421  0.372
H 0.670 -0.906 -0.121  0.282
O 5.100 -1.840 0.442  -0.605
H 5.287 -2.748 0.720  0.314
H 4.766 -1.435 1.152  0.293
O -1.457 -1.207 3.362  -0.524
H -1.053 -0.353 3.432  0.311
H -1.333 -1.466 2.444  0.195
O 0.640 4.624 0.696  -0.527
H 1.280 5.307 1.013  0.270
H 0.053 4.773 1.381  0.295
O -1.387 -3.295 -2.414  -0.588
H -0.868 -2.502 -2.053  0.332
H -1.684 -3.702 -1.585  0.265
O -1.597 -1.505 -3.603  -0.673
H -0.753 -1.579 -3.945  0.320
H -1.938 -2.265 -4.141  0.343
O 1.550 -0.837 -3.798  -0.632
H 1.486 -0.069 -4.360  0.309
H 2.574 -0.870 -3.588  0.318
O -3.707 -0.431 1.980  -0.552
H -4.003 -1.279 2.056  0.296
H -2.929 -0.642 1.419  0.268
O 0.180 -3.202 1.715  -0.582
H -0.762 -3.180 1.601  0.294
H 0.538 -4.136 1.431  0.297
O 1.017 2.271 -1.038  -0.664
H 1.962 2.324 -1.182  0.297
H 0.825 3.236 -1.354  0.299
O -2.213 3.120 -0.694  -0.597
H -1.463 2.900 -0.167  0.275
H -2.148 2.446 -1.311  0.313
O -0.532 2.982 3.778  -0.640
H -0.976 2.583 3.031  0.300
H 0.365 2.511 3.862  0.331

Properties
Highest occupied orbital energy in eV: -10.163
Structure (SMILES): O.O.O.O.O.O.O.O.O.O.O.O
ΔE to the lowest compared entry with this formula, charge and spin in eV: 5.3677
LUMO energy in eV: -0.19
Net charge: 0
Electronic energy in eV: -24956.3267


(3)
DFT (ωB97M-V with the def2-TZVPD basis set) results for a structure of composition C19H29Br2N4SSbTe4Y.

Last column: Mulliken charge in e.
CARTESIAN COORDINATES (ANGSTROEM)
Y 0.120 -0.105 2.018  0.334
Br 1.109 -2.617 1.521  -0.617
C 3.253 -2.151 4.125  -0.746
Br 2.358 -0.538 4.209  0.035
H 3.563 -2.492 3.154  0.395
H 3.521 -2.597 5.067  0.343
Te -1.588 -0.713 4.555  -0.020
Te -2.700 1.641 5.119  -0.094
Te -0.078 1.997 5.453  0.011
Te 0.783 2.770 3.064  -0.110
N -4.361 3.816 -0.867  -0.464
C -3.446 3.032 -0.256  1.039
C -2.081 3.109 -0.579  -0.882
C -1.199 2.276 0.054  -0.726
N -1.548 1.358 0.973  0.826
C -2.850 1.303 1.287  -0.307
C -3.814 2.097 0.720  -1.176
H -4.077 4.537 -1.504  0.199
H -5.321 3.807 -0.574  0.201
H -1.722 3.820 -1.312  0.411
H -0.142 2.349 -0.182  0.594
H -3.130 0.565 2.030  0.443
H -4.846 1.991 1.026  0.414
C 4.170 1.969 -2.023  -1.038
C 2.870 2.056 -1.221  -0.751
Sb 2.289 0.241 -0.236  0.712
C 1.598 -0.851 -1.944  -0.408
C 2.586 -1.569 -2.860  -1.261
C 4.167 -0.503 0.448  -0.257
C 4.777 -1.690 -0.285  -1.282
H 4.351 2.898 -2.565  0.378
H 4.142 1.162 -2.755  0.196
H 5.030 1.799 -1.375  0.303
H 2.032 2.316 -1.873  0.401
H 2.933 2.834 -0.458  0.490
H 1.050 -0.087 -2.503  0.401
H 0.860 -1.553 -1.555  0.291
H 3.369 -0.907 -3.231  0.192
H 2.058 -1.966 -3.729  0.402
H 3.062 -2.407 -2.357  0.306
H 3.993 -0.750 1.498  0.003
H 4.834 0.361 0.435  0.454
H 4.117 -2.558 -0.254  0.284
H 5.718 -1.972 0.189  0.411
H 4.991 -1.462 -1.328  0.363
N -2.079 -3.208 2.496  -0.165
C -2.510 -2.577 1.372  0.050
N -1.871 -1.596 0.800  0.965
C -2.494 -1.286 -0.424  -1.048
C -1.974 -0.467 -1.422  0.376
C -2.719 -0.232 -2.561  -0.969
C -3.976 -0.817 -2.732  -0.731
C -4.479 -1.684 -1.780  -0.441
C -3.715 -1.923 -0.643  0.655
S -4.018 -3.057 0.639  -0.298
H -1.073 -3.325 2.551  0.017
H -2.613 -4.008 2.796  0.274
H -0.989 -0.040 -1.313  0.299
H -2.317 0.406 -3.337  0.459
H -4.545 -0.622 -3.631  0.426
H -5.427 -2.183 -1.927  0.435

Properties
Highest occupied orbital energy (alpha / beta) in eV: -10.147 / -9.739
LUMO energy (alpha / beta) in eV: -4.30 / -3.25
Net charge: +1
Electronic energy in eV: -213805.8604


(4)
DFT (ωB97M-V with the def2-TZVPD basis set) results for a cluster of 2 separate species, C4H8O2 in total.

Last column: Mulliken charge in e.
CARTESIAN COORDINATES (ANGSTROEM)
C 1.417 0.618 0.187  -1.184
C 0.914 -0.737 0.615  0.271
C -0.480 -0.974 1.008  -0.485
O 0.548 -0.873 1.980  -0.438
H 0.691 1.402 0.424  0.287
H 1.606 0.634 -0.893  0.266
H 2.360 0.845 0.697  0.341
H 1.477 -1.592 0.232  0.379
H -0.918 -1.966 0.888  0.250
H -1.186 -0.143 0.999  0.311
C -1.607 0.692 -1.540  -0.116
O -1.758 1.636 -0.805  -0.387
H -2.378 -0.097 -1.649  0.273
H -0.686 0.553 -2.142  0.233

Properties
Highest occupied orbital energy in eV: -10.283
Structure (SMILES): C[C@@H]1CO1.C=O
ΔE to the lowest compared entry with this formula, charge and spin in eV: 2.8432
LUMO energy in eV: 0.58
Net charge: 0
Electronic energy in eV: -8370.4385